No. 1
Computed, not measured: C4H3F3 as an isolated structure in a non-equilibrium geometry, with ωB97M-V/def2-TZVPD.

Geometry as XYZ:
```
10
Properties=species:S:1:pos:R:3:forces:R:3:nbo_charge:R:1
C -0.13809 -0.91284 0.60274 1.6 0.0 -0.6 0.268
C -1.08414 0.00116 0.77487 3.5 0.8 -4.3 0.270
C 0.83862 -0.33940 -0.41498 0.6 4.3 3.5 -0.495
C -0.09569 0.94806 -0.56337 -1.6 -3.6 4.2 0.284
F 0.11838 -2.08387 1.18301 -0.5 -0.3 0.2 -0.312
F -2.21033 -0.04458 1.37149 -1.7 0.4 1.1 -0.280
F 0.21984 2.14170 -0.09363 1.0 0.7 0.1 -0.321
H 1.87354 0.03619 -0.02556 -1.7 -0.9 -0.3 0.215
H 1.01746 -0.74450 -1.34228 0.0 -1.6 -2.0 0.217
H -0.53960 0.99808 -1.49229 -1.3 0.3 -1.9 0.155
```
Positions in Å, forces in eV/Å.

As for the HOMO-LUMO gap: 0.383 Ha. Its relative energy (zero: lowest compared OMol25 entry of this formula, charge and spin) is 212.6 kJ/mol. The HOMO energy is -9.56 eV.

=====

No. 2
Computed, not measured: C4H3F3 in the gas phase in a non-equilibrium geometry, with ωB97M-V/def2-TZVPD.

Geometry as XYZ:
```
10
Properties=species:S:1:pos:R:3:forces:R:3:nbo_charge:R:1
C -0.81277 0.69934 -0.89344 -4.6 -4.0 -1.2 -0.300
C -0.92155 -0.47281 -0.23906 0.4 1.3 2.6 -0.262
C 0.08071 -0.52895 0.85883 0.0 0.8 -2.3 0.240
F -0.11338 -0.88741 2.11026 -0.4 0.0 0.3 -0.280
C 1.18328 0.03846 0.40134 3.4 -2.0 3.1 0.613
F 2.27196 0.16100 1.24584 -1.0 0.3 -1.1 -0.332
F 1.57951 -0.02579 -0.84644 0.8 0.6 -0.4 -0.297
H -1.50213 0.87990 -1.67660 -0.6 0.1 -1.0 0.191
H -0.13361 1.42251 -0.78850 2.4 2.5 1.1 0.194
H -1.63203 -1.28625 -0.17223 -0.5 0.4 -1.0 0.233
```
Positions in Å, forces in eV/Å.

As for the HOMO-LUMO gap: 0.356 Ha. Its relative energy (zero: lowest compared OMol25 entry of this formula, charge and spin) is 182.4 kJ/mol. The HOMO energy is -9.11 eV.

=====

No. 3
Computed, not measured: C4H3F4I as an isolated structure in a non-equilibrium geometry, with ωB97M-V/def2-TZVPD.

Geometry as XYZ:
```
12
Properties=species:S:1:pos:R:3:forces:R:3:nbo_charge:R:1
C -0.29294 0.78459 -0.15707 1.7 2.8 2.7 0.367
C 0.52665 1.94436 1.30565 -1.7 -1.8 -3.0 0.168
C -0.38422 -1.50343 -1.18887 1.0 2.7 0.5 -0.679
C 0.11181 -0.66004 0.05990 -2.1 -0.7 -2.2 0.548
F 0.23631 1.21047 -1.30916 -0.4 -0.3 0.3 -0.338
F 0.58780 3.22575 1.02881 0.0 -0.3 -0.2 -0.332
F 1.40509 -0.64106 0.25335 2.5 -0.6 0.0 -0.316
F -0.43134 -1.25639 1.13571 -0.6 0.4 0.9 -0.336
I -0.31476 1.56623 3.12204 -0.2 -0.1 0.9 0.198
H -1.39849 -1.02669 -1.36825 0.8 -1.5 0.1 0.231
H -0.31152 -2.56679 -0.84099 -0.3 1.0 -1.1 0.250
H 0.26561 -1.07700 -2.04109 -0.9 -1.6 1.0 0.238
```
Positions in Å, forces in eV/Å.

As for the HOMO-LUMO gap (alpha / beta): 0.275 / 0.308 Ha. Its relative energy (zero: lowest compared OMol25 entry of this formula, charge and spin) is 434.8 kJ/mol. The HOMO energy (alpha / beta) is -8.70 / -9.47 eV.

=====

No. 4
Computed, not measured: a 2-piece molecular cluster, C4H3F5O3S overall in a non-equilibrium geometry, with ωB97M-V/def2-TZVPD.

Geometry as XYZ:
```
16
Properties=species:S:1:pos:R:3:forces:R:3:nbo_charge:R:1
C 1.42895 0.73993 -0.24748 3.3 -2.2 2.4 -0.640
C 0.33937 -0.17339 0.16292 0.1 -0.6 -3.7 -0.520
S -0.19082 -1.04282 -1.22205 -2.0 1.2 0.0 2.106
O 0.03632 -0.42919 -2.49632 0.8 -0.4 0.6 -0.809
O -1.33795 -1.87255 -1.07184 0.8 -0.7 0.2 -0.781
C 0.44046 -1.06128 1.25825 1.5 -4.6 3.6 0.933
F -0.65223 -1.82883 1.51535 0.6 1.1 -0.3 -0.301
F 1.45634 -2.07304 0.97455 -1.1 1.4 0.3 -0.380
F 0.84353 -0.56060 2.45558 -0.5 0.4 -1.4 -0.301
H 2.56029 0.45812 0.02759 -2.6 0.1 -0.7 0.232
H 1.24293 1.57378 0.30404 -0.3 2.9 1.4 0.236
H 1.31850 0.94834 -1.24286 0.1 0.7 -2.4 0.249
O -2.17200 0.67662 -1.16996 0.5 0.9 0.7 -0.564
C -1.82087 1.25297 -0.19507 -2.6 -0.7 0.0 1.135
F -2.25550 1.00409 1.02547 -0.1 -0.9 0.3 -0.309
F -1.23730 2.38785 -0.07817 1.5 1.3 -0.9 -0.288
```
Positions in Å, forces in eV/Å.

As for the HOMO-LUMO gap (alpha / beta): 0.309 / 0.309 Ha. Its relative energy (zero: lowest compared OMol25 entry of this formula, charge and spin) is 148.9 kJ/mol. The HOMO energy (alpha / beta) is -10.61 / -10.61 eV.